Entry from the OMol25 dataset: C23H39KN10O2S4 as an isolated structure (wB97M-V/def2-TZVPD).

Results
- energy above the lowest of the compared OMol25 structures with the same formula, charge and spin (eV) = 0.128
- LUMO energy (eV) = 0.2
- E (eV) = -103141.174
- orbital gap (eV) = 6.113

Element x y z (Å)
K: 0.95375 0.73111 0.73353
C: -1.48741 -3.02377 -0.71021
C: -2.86306 -3.19701 -0.08875
S: -2.83673 -2.94256 1.72667
C: -4.47544 -2.17308 1.98350
C: -4.39994 -0.66007 2.07216
S: -3.70493 0.12320 0.58027
C: -5.20236 0.23450 -0.48360
C: -4.76137 0.60737 -1.89411
S: -3.18561 1.54948 -1.84328
C: -2.02510 0.53625 -2.81372
C: -1.93836 -0.94380 -2.50733
S: -0.99449 -1.28298 -0.97461
H: -1.44891 -3.53455 -1.67347
H: -0.71944 -3.43334 -0.05441
H: -3.22813 -4.21553 -0.25349
H: -3.57031 -2.48465 -0.51174
H: -4.84979 -2.58082 2.92338
H: -5.12351 -2.50329 1.17122
H: -3.70146 -0.36865 2.85643
H: -5.38354 -0.23260 2.27621
H: -5.84555 1.00595 -0.05704
H: -5.73273 -0.72054 -0.47346
H: -5.50436 1.23853 -2.38026
H: -4.58892 -0.27321 -2.50888
H: -1.05814 1.02049 -2.58300
H: -2.29076 0.68184 -3.86240
H: -1.39936 -1.42199 -3.32907
H: -2.91686 -1.41878 -2.41848
N: -1.82405 2.56420 1.80912
N: -0.95389 3.48718 2.37133
C: 0.24847 3.06133 2.82564
N: 1.13164 3.97531 3.27372
N: 0.38151 1.76200 2.94983
N: 1.51714 1.20356 3.26309
O: 1.48349 0.00375 3.43827
O: 2.56697 1.84530 3.30662
H: -1.83378 2.57797 0.79310
H: -2.76206 2.67236 2.17215
H: -1.05038 4.47729 2.15147
H: 1.03652 4.95030 3.05250
H: 2.04400 3.57528 3.48778
C: 1.03229 -3.63470 2.93671
N: 2.16060 -3.55667 2.03272
C: 2.65035 -4.81633 1.50478
C: 2.20133 -2.43162 1.21165
N: 1.25296 -1.62308 1.01525
N: 3.41603 -2.26360 0.56353
C: 3.94590 -1.05426 0.14315
N: 5.22579 -1.19443 -0.36808
N: 3.34792 0.05031 0.26305
H: 1.26816 -4.36361 3.70874
H: 0.09497 -3.92520 2.44380
H: 0.90542 -2.66107 3.40559
H: 2.28835 -5.62517 2.13576
H: 3.74276 -4.84910 1.51184
H: 2.29835 -4.99260 0.48025
H: 0.42094 -1.87038 1.53429
H: 4.12031 -2.93381 0.83168
H: 5.49841 -2.09419 -0.72780
H: 5.56247 -0.40956 -0.90396
H: 3.89149 0.81719 -0.11932
C: 4.21666 1.92657 -3.51842
C: 3.52623 0.76337 -3.14573
C: 2.30712 0.85363 -2.53090
C: 1.70776 2.09975 -2.24716
C: 0.45828 2.16262 -1.56249
C: -0.06523 3.42899 -1.39488
C: 0.56713 4.59727 -1.85555
C: 1.78323 4.52865 -2.47321
C: 2.39418 3.27565 -2.67856
C: 3.65298 3.15321 -3.30345
H: 5.18211 1.84143 -4.00159
H: 3.96835 -0.20610 -3.34682
H: 1.77818 -0.04640 -2.24334
H: -1.04861 3.54392 -0.94557
H: 0.08669 5.55964 -1.71716
H: 2.28264 5.42573 -2.81927
H: 4.17474 4.05064 -3.61627

Forces on atoms 1 to 3 (eV/Å):
-0.8 0.7 -1.3
0.0 0.6 -0.1
-0.1 -0.2 0.3

=====

Entry from the OMol25 dataset: a 7-piece molecular cluster, C23H39NO20P overall (wB97M-V/def2-TZVPD).

Results
- energy above the lowest of the compared OMol25 structures with the same formula, charge and spin (eV) = 0.439
- LUMO energy (eV) = 1.6
- E (eV) = -76211.517
- orbital gap (eV) = 5.527
- charge = -1

Element x y z (Å)
N: -2.68292 1.76263 -0.81257
C: -2.32643 0.85478 -1.92641
C: -2.55249 -0.63918 -1.46323
C: -1.20769 -1.32892 -1.02848
C: -1.03250 -1.57171 0.50161
C: -0.76420 -3.09627 0.88481
O: -0.02173 -3.12173 2.13187
P: 0.71386 -1.53447 2.37252
O: 0.24280 -0.95554 0.78713
H: -3.54613 2.22347 -1.08108
H: -1.97139 2.48389 -0.69543
H: -1.29533 0.99666 -2.31590
H: -3.01228 1.05664 -2.78487
H: -2.88897 -1.17013 -2.38677
H: -3.36404 -0.71395 -0.72015
H: -1.12045 -2.29852 -1.56880
H: -0.35407 -0.71940 -1.37697
H: -1.80881 -1.21491 1.20667
H: -1.65875 -3.73093 1.04638
H: -0.06420 -3.55195 0.13849
H: 1.14479 -1.95419 3.70855
H: -0.54117 -1.13156 3.00342
H: 1.16815 -0.16769 2.57954
H: 2.00773 -2.04537 1.96091
C: 2.99038 -4.93480 -0.29045
C: 2.24792 -5.89391 0.57351
O: 1.74152 -6.84678 -0.36535
C: 2.54773 -6.79598 -1.45704
O: 2.50705 -7.57255 -2.36025
O: 3.40718 -5.74431 -1.39396
H: 3.85082 -4.50102 0.21439
H: 2.35331 -4.12909 -0.66240
H: 2.89929 -6.41145 1.28285
H: 1.43835 -5.41041 1.12092
C: 1.72364 2.75734 2.14671
C: 1.11423 4.00259 2.72666
O: 0.47617 4.59543 1.58787
C: 0.23540 3.60005 0.70092
O: -0.43441 3.72406 -0.27907
O: 0.84457 2.45619 1.06322
H: 1.76012 1.93355 2.85657
H: 2.72881 2.92675 1.74826
H: 0.36417 3.78643 3.47561
H: 1.85452 4.67349 3.14837
C: 1.73325 7.10531 5.90159
C: 1.37395 6.72910 7.31281
O: 0.54916 5.58061 7.12994
C: 0.86801 5.03024 5.93041
O: 0.47920 3.97125 5.55921
O: 1.68654 5.85166 5.22331
H: 2.72321 7.55172 5.82392
H: 1.00286 7.77978 5.44800
H: 2.24697 6.44658 7.90663
H: 0.83212 7.51724 7.83306
C: -6.07472 3.11010 2.45603
C: -6.40258 1.64205 2.42001
O: -6.58137 1.39615 1.02696
C: -5.89299 2.35049 0.35317
O: -5.69404 2.33358 -0.81528
O: -5.45641 3.32331 1.19041
H: -5.39666 3.37013 3.26722
H: -6.96783 3.73770 2.52367
H: -5.58222 1.02043 2.78633
H: -7.30692 1.39925 2.97623
C: 2.01404 1.89165 -4.86622
C: 1.63407 1.55436 -3.45055
O: 0.78219 0.42282 -3.61593
C: 1.09845 -0.15710 -4.79924
O: 0.69243 -1.21225 -5.16049
O: 1.94269 0.62618 -5.51968
H: 3.01544 2.31244 -4.94437
H: 1.30351 2.57442 -5.33960
H: 2.49379 1.26303 -2.84220
H: 1.10680 2.36621 -2.95105
C: 2.24575 -4.64554 -4.99764
C: 1.87298 -6.09669 -5.12952
O: 1.78670 -6.27039 -6.54733
C: 2.55223 -5.31178 -7.12228
O: 2.83081 -5.27936 -8.27830
O: 2.96297 -4.39836 -6.20994
H: 2.87109 -4.45082 -4.12775
H: 1.37412 -3.98698 -4.96233
H: 2.64162 -6.76369 -4.73654
H: 0.92424 -6.33207 -4.65126

Forces on atoms 1 to 3 (eV/Å):
0.4 0.4 -0.5
-1.0 -0.7 0.4
1.1 0.0 -1.7

=====

Entry from the OMol25 dataset: a 5-piece molecular cluster, C23H39O15P overall (wB97M-V/def2-TZVPD).

Results
- structure (SMILES) = C[C@@H]1COC(=O)O1.C[C@@H]1COC(=O)O1.C[C@@H]1COC(=O)O1.C[C@@H]1COC(=O)O1.COCCCCPCC(=O)O
- LUMO energy (eV) = 0.2
- E (eV) = -64480.732
- orbital gap (eV) = 8.757

Element x y z (Å)
C: 4.47541 0.75457 -1.52254
O: 4.30677 -0.51709 -0.80229
C: 3.39203 -1.43803 -1.49479
C: 1.88318 -0.85406 -1.75913
C: 1.68370 -0.40453 -3.34005
C: 0.20786 0.33893 -3.58086
P: -1.24732 -0.91796 -3.64329
C: -1.87878 -1.35155 -1.87152
C: -2.92244 -0.21690 -1.25556
O: -3.68578 -0.41667 -0.15476
O: -3.05170 1.15005 -1.86092
H: 3.62573 1.50000 -1.16564
H: 4.56718 0.66010 -2.68556
H: 5.49915 1.23711 -1.14544
H: 3.81180 -1.84122 -2.53463
H: 3.26557 -2.38175 -0.77474
H: 1.12121 -1.75437 -1.58270
H: 1.54751 0.00721 -1.04146
H: 1.77663 -1.37900 -3.98270
H: 2.57086 0.32731 -3.65936
H: 0.04259 1.20871 -2.79432
H: 0.25588 0.86830 -4.64959
H: -2.36046 -0.19533 -4.26942
H: -1.01042 -1.56689 -1.11027
H: -2.51035 -2.35891 -1.97470
H: -3.70488 1.69292 -1.29277
C: -3.36950 -1.44762 2.94189
C: -2.85839 -2.86896 2.81694
C: -3.22005 -3.73851 3.98298
O: -2.16714 -4.68609 4.00244
C: -1.08366 -4.07585 3.43502
O: 0.04990 -4.52151 3.45845
O: -1.44019 -2.89761 2.83988
H: -3.12724 -0.87892 2.03770
H: -4.45378 -1.42447 3.08609
H: -2.88794 -0.92535 3.77597
H: -3.19251 -3.30929 1.86977
H: -4.18367 -4.23724 3.84365
H: -3.22924 -3.20698 4.94084
C: 9.55457 -2.63587 -0.90787
C: 8.28149 -1.84151 -1.12076
C: 7.35333 -2.45795 -2.12330
O: 6.66209 -1.33408 -2.63907
C: 7.49694 -0.26197 -2.49110
O: 7.31303 0.83066 -2.99753
O: 8.56722 -0.57906 -1.70147
H: 10.16288 -2.17056 -0.12485
H: 9.33730 -3.66647 -0.61180
H: 10.17030 -2.64776 -1.81401
H: 7.77829 -1.66904 -0.16175
H: 6.65384 -3.16096 -1.66157
H: 7.86954 -2.95962 -2.94910
C: -1.71840 6.57848 -3.58201
C: -1.20730 5.15713 -3.70696
C: -1.56896 4.28759 -2.54093
O: -0.51605 3.34000 -2.52147
C: 0.56743 3.95024 -3.08889
O: 1.70100 3.50458 -3.06546
O: 0.21091 5.12848 -3.68403
H: -1.47614 7.14717 -4.48621
H: -2.80269 6.60162 -3.43782
H: -1.23684 7.10075 -2.74793
H: -1.54142 4.71680 -4.65414
H: -2.53258 3.78886 -2.68026
H: -1.57814 4.81912 -1.58307
C: -6.81840 1.83848 5.47799
C: -6.30730 0.41713 5.35304
C: -6.66896 -0.45241 6.51907
O: -5.61605 -1.40000 6.53853
C: -4.53257 -0.78976 5.97111
O: -3.39900 -1.23542 5.99454
O: -4.88909 0.38848 5.37597
H: -6.57614 2.40717 4.57379
H: -7.90269 1.86162 5.62218
H: -6.33684 2.36075 6.31207
H: -6.64142 -0.02320 4.40586
H: -7.63258 -0.95114 6.37974
H: -6.67814 0.07912 7.47693

Forces on atoms 1 to 3 (eV/Å):
0.6 1.3 0.8
-1.0 -0.1 -2.2
-0.9 -0.9 0.4